(1)
69
Properties=species:S:1:pos:R:3 method="wB97M-V/def2-TZVPD" e_lumo_ev="-4.72 / -10.41" total_charge=+2 multiplicity=2
Zn -0.87188 -1.11404 -0.07851
O 0.49921 -0.99175 1.25015
H 1.07333 -1.52761 1.83132
C -2.71409 -3.29190 -3.41606
C -2.00353 -2.91577 -2.09048
C -0.58922 -3.39570 -1.98737
O 0.09007 -2.77516 -0.91543
C 1.43968 -3.20842 -0.94183
N -1.96847 -1.44342 -1.82992
H -2.14645 -2.83841 -4.22860
H -3.76329 -2.99644 -3.41729
H -2.65253 -4.34516 -3.68985
H -2.59289 -3.35687 -1.28662
H -0.07613 -3.21302 -2.93154
H -0.44854 -4.47575 -1.94514
H 1.36131 -4.21748 -0.53717
H 2.09871 -2.64715 -0.27944
H 1.91402 -3.19200 -1.92308
H -1.46206 -0.93976 -2.54405
H -2.88340 -1.03559 -1.95904
C -3.78859 0.87003 2.19689
C -2.70796 -0.12859 1.71405
C -3.22752 -1.47859 1.41435
O -2.19867 -2.33727 0.81226
C -1.73292 -3.40857 1.68275
N -2.12499 0.41835 0.46113
H -3.84590 0.76374 3.28018
H -4.80090 0.59637 1.89950
H -3.53013 1.90633 1.97919
H -1.81313 -0.24865 2.32476
H -3.97512 -1.38054 0.62721
H -3.68304 -2.02457 2.24049
H -0.97960 -4.03549 1.20569
H -2.58197 -4.03465 1.95702
H -1.20953 -3.03104 2.56117
H -1.58125 1.23799 0.69058
H -2.96917 0.81165 0.07026
C 2.04215 1.88207 3.23330
C 1.03919 2.71935 2.46373
C 1.44890 3.27376 1.03567
O 2.23483 4.43474 1.09438
C 3.65237 4.36093 1.03081
N -0.10380 1.79233 2.23320
H 3.03923 2.32211 3.21586
H 2.27363 0.89838 2.82482
H 1.80350 2.07362 4.27946
H 0.75777 3.51539 3.15310
H 0.64212 3.60903 0.38391
H 1.94564 2.44073 0.53825
H 3.92982 4.20470 -0.01165
H 4.10520 3.60822 1.67616
H 4.14828 5.25842 1.40051
H 0.12978 0.85084 1.95188
H -0.50346 1.67841 3.15374
C 3.57704 0.29585 -0.65898
C 3.04271 0.23902 -2.10685
O 2.08700 1.22206 -2.40406
C 0.74999 1.16570 -1.90758
O 0.29049 0.18123 -1.30766
O 0.12793 2.30017 -1.98817
C 0.55777 3.41497 -2.75309
H 2.76111 0.10295 0.03754
H 3.98796 1.21190 -0.23462
H 4.38320 -0.43540 -0.59991
H 2.54721 -0.72039 -2.25556
H 3.85128 0.32523 -2.83271
H 0.54242 3.26245 -3.83225
H 1.52258 3.71181 -2.34183
H -0.16720 4.22459 -2.66917


(2)
73
Properties=species:S:1:pos:R:3 method="wB97M-V/def2-TZVPD" e_lumo_ev=0.25 total_charge=0 multiplicity=1
C -4.25684 0.83863 6.91105
C -4.72446 1.66818 5.74817
C -3.88865 2.94672 5.57241
O -2.93102 2.54677 4.60228
C -3.28774 1.43770 3.97984
O -2.64859 0.98978 3.08196
O -4.44252 0.95652 4.53664
H -4.44787 1.43201 7.81814
H -3.16711 0.77423 6.88557
H -4.77066 -0.09969 7.09189
H -5.78686 1.91127 5.77502
H -3.38322 3.23199 6.49332
H -4.45364 3.79477 5.18789
C -2.51013 -2.06174 2.32491
S -2.85993 -2.18305 0.54761
O -1.56558 -2.67999 0.00009
C -3.95879 -3.62474 0.68892
H -3.35962 -1.73078 2.92242
H -1.73042 -1.31017 2.43826
H -2.11860 -2.99377 2.73336
H -4.80561 -3.50722 0.00954
H -4.35865 -3.78025 1.68831
H -3.43068 -4.52005 0.36097
C 1.88265 0.33944 0.22383
S 0.70813 1.59763 0.73319
O 0.95225 2.72444 -0.23622
C -0.74372 0.67382 0.12495
H 1.89242 -0.48367 0.94242
H 2.86632 0.79676 0.33423
H 1.74707 0.02969 -0.80850
H -0.62218 -0.40566 0.20516
H -0.89371 0.93330 -0.92312
H -1.59307 1.00526 0.72228
C 1.40396 -3.56283 -1.85384
S 0.48064 -3.91746 -3.37642
O 0.64533 -5.40242 -3.52610
C -1.23752 -3.72404 -2.83768
H 1.16236 -2.53936 -1.55686
H 2.45663 -3.61071 -2.09606
H 1.02458 -4.24693 -1.10222
H -1.45835 -2.71849 -2.49042
H -1.44666 -4.50695 -2.11452
H -1.81131 -3.89035 -3.75043
C 3.90440 3.46783 -1.22682
S 3.77113 2.86186 -2.92347
O 4.19162 4.03080 -3.74679
C 5.27995 1.85376 -3.03754
H 3.03977 4.10785 -1.04932
H 4.85046 3.99935 -1.13401
H 3.80685 2.76459 -0.39711
H 6.10548 2.45845 -3.40125
H 5.07364 1.16884 -3.87207
H 5.47250 1.13268 -2.24006
C -1.22516 4.56447 -2.35023
S -1.45185 5.12735 -4.06076
O -0.92881 4.01711 -4.90482
C -3.27541 5.02205 -4.01493
H -0.32071 3.95142 -2.25917
H -1.96224 3.88908 -1.91360
H -1.00525 5.39471 -1.67562
H -3.57583 5.60073 -4.90094
H -3.84334 5.47892 -3.20988
H -3.55414 4.00464 -4.29116
C 5.33662 -2.44565 -0.75937
S 4.89166 -3.86451 0.27482
O 3.35712 -3.84528 0.33819
C 5.31031 -5.17272 -0.86875
H 6.21579 -2.60230 -1.38811
H 5.43106 -1.50058 -0.22739
H 4.55720 -2.19135 -1.48804
H 5.06583 -6.08527 -0.32570
H 6.32880 -5.23348 -1.24483
H 4.62393 -5.08393 -1.71347


(3)
77
Properties=species:S:1:pos:R:3 method="wB97M-V/def2-TZVPD" e_lumo_ev=-7.56 total_charge=+2 multiplicity=1
Sn 0.99453 -3.62584 -1.99893
B 0.82975 -1.04088 -0.20911
H 1.58338 -1.59492 0.32878
H 0.56316 -0.19827 0.40991
H 1.14796 -0.70523 -1.18396
H -0.11639 -1.53834 -0.35603
C 5.69461 3.26851 -0.53175
C 4.45105 2.95264 0.23190
N 4.43769 1.63368 0.61380
C 3.94527 0.54091 -0.04658
C 4.07487 -0.65342 0.67519
N 4.94515 -0.37397 1.71049
C 5.06444 1.04681 1.70727
C 5.60633 -1.27076 2.57904
H 5.85933 2.66550 -1.42470
H 6.52414 3.02075 0.13052
H 5.75764 4.34819 -0.66744
H 3.57176 3.10503 -0.39399
H 4.37690 3.49875 1.17231
H 3.41645 0.79051 -0.95457
H 3.69452 -1.63960 0.45341
H 5.79965 1.62509 2.24715
H 5.84782 -0.79077 3.52741
H 6.59540 -1.50453 2.18509
H 5.07286 -2.22124 2.56978
C -4.05283 -1.75765 2.89678
N -3.07232 -1.23642 3.93801
C -2.85757 0.26609 3.79489
C -3.79263 -1.51485 5.31088
C -1.77594 -1.99141 3.91260
C -1.15706 -1.93642 2.54682
O -0.31402 -0.81528 2.36568
H -5.02169 -1.30230 3.10189
H -4.20637 -2.83465 2.96463
H -3.82853 -1.27780 1.94414
H -3.73124 0.86429 4.05367
H -2.72636 0.59567 2.76423
H -2.09837 0.57450 4.51364
H -3.47967 -2.45894 5.75681
H -4.85508 -1.27710 5.25814
H -3.35654 -0.72546 5.92308
H -2.16531 -3.00690 3.98526
H -1.27424 -1.67735 4.82789
H -1.90423 -2.05220 1.76169
H -0.44047 -2.74950 2.43062
H 0.08304 -0.81144 1.49165
C -2.43603 3.30915 -3.18569
N -2.42711 1.81585 -2.80583
C -3.80588 1.16959 -2.92853
C -1.40472 1.01968 -3.60390
C -2.03931 1.56682 -1.26865
C -0.81222 2.26416 -0.71198
O 0.42331 1.76014 -1.26185
H -2.41541 3.39173 -4.27237
H -1.55523 3.84003 -2.82452
H -3.37943 3.74329 -2.85461
H -4.59616 1.61154 -2.32171
H -3.72725 0.08349 -2.88060
H -4.16164 1.36065 -3.94097
H -1.35033 0.00682 -3.20485
H -0.42991 1.50562 -3.56252
H -1.84174 0.97975 -4.60166
H -2.06367 0.47764 -1.23408
H -2.79108 1.87936 -0.54390
H -0.82951 2.03367 0.35323
H -1.01689 3.32650 -0.84477
H 0.51322 0.80948 -1.16310
B 2.10413 -0.86599 -4.84030
F 2.83327 -1.89318 -5.43182
F 1.05113 -1.44288 -3.97193
F 2.81926 -0.06814 -4.02405
F 1.41874 -0.15967 -5.78493
B -2.39342 -3.56260 -2.94937
F -2.50975 -4.91636 -3.19346
F -2.03011 -3.42229 -1.63030
F -1.31900 -2.96381 -3.62723
F -3.53779 -2.87348 -3.20151